[1]
Computed, not measured: 8 unconnected molecules or ions with the total composition C25H40ClO23 in a non-equilibrium geometry, with wB97M-V/def2-TZVPD.

Output
Molecular weight (g mol⁻¹): 744.0
F_max (hartree/bohr): 0.1021

ORCA input file:
```
! RIJCOSX wB97M-V def2-TZVPD def2/J DEFGRID3
* xyz -1 1
O -7.28173 1.72776 13.39884
C -13.67339 -1.04105 5.89440
C -8.04409 -2.66576 13.13188
H -8.46826 0.70932 12.10781
H -12.42880 1.74164 11.96491
H -14.21190 -2.36280 13.97555
H -5.31146 1.21660 10.43754
H -10.61905 -2.88043 15.02994
H -13.46525 0.00964 5.69237
H -9.48528 3.42071 5.76168
O -6.47631 3.15036 11.93632
Cl -10.91569 0.18968 10.34818
H -8.66504 -3.25447 12.45665
H -13.43701 -2.58706 7.35789
C -5.27963 -1.37182 7.12367
C -13.24936 3.48972 11.89915
H -13.14496 -1.46007 13.03537
O -16.53000 -1.92219 4.17384
O -7.57167 -1.30144 17.47518
O -4.28587 -1.13378 6.44956
H -6.62506 -3.43870 8.59662
H -15.12701 -2.34485 11.44814
O -6.78225 3.86597 14.09414
H -12.75463 -3.16595 13.37701
C -9.75372 2.47100 6.22436
H -7.99063 2.63438 10.66248
C -7.08997 2.20818 11.10435
C -7.44735 1.09113 12.11554
C -13.15191 -1.96700 4.77153
C -6.87543 -1.82964 10.09704
O -14.71604 -4.28468 12.10815
H -13.20291 2.07999 6.73290
H -6.43583 -2.42487 10.89738
H -6.77773 0.23783 12.00788
O -9.75268 -0.82625 5.08706
H -7.95115 -1.70365 10.21973
C -6.11061 1.80626 9.98836
O -10.55594 -0.61913 11.47729
C -6.59144 -2.35326 8.69045
O -14.68332 -6.24762 10.93208
H -12.71954 -2.89100 5.15544
O -10.45005 1.51873 10.58434
C -13.55055 -2.46861 13.11560
H -12.15880 -1.37852 7.49998
H -9.58985 2.57589 7.29685
O -14.30224 -2.28498 4.05058
C -10.00085 0.31443 5.45228
O -13.09891 2.21200 12.46622
O -10.30835 -0.32578 9.15557
H -12.40033 -1.36679 4.25872
C -13.22249 -1.51954 7.30821
C -9.54665 -3.02431 15.16170
H -12.40797 -2.96482 10.71238
H -8.19516 -1.01070 8.07625
O -9.14460 -2.68323 16.43184
H -9.60077 -1.38529 13.87490
H -8.04402 -2.38556 7.03488
O -15.06429 -1.25698 5.81541
C -13.48411 -3.10535 10.61101
H -13.81992 -0.95194 8.02166
H -6.60950 1.15583 9.26993
O -9.08855 1.30948 5.68439
C -8.85409 -2.03924 14.32537
H -7.25082 -3.31920 13.49498
C -7.46033 -1.66864 7.61232
O -12.32306 0.09201 10.17973
H -12.12115 3.48873 7.07357
O -13.84535 -4.35421 10.11363
H -5.77754 2.72260 9.50104
C -14.30476 -2.96185 11.81053
O -7.97230 -1.36471 15.22667
C -15.40493 -1.82729 4.60252
H -13.75851 -2.33007 9.89565
H -12.34311 4.08270 12.02243
C -14.40179 -5.08767 11.05830
H -6.55890 -0.79150 10.19788
H -9.22558 -4.03117 14.89478
C -8.23239 -1.74592 16.49385
H -11.49600 2.58792 4.94386
C -11.19792 2.08687 5.86484
C -6.89139 3.00596 13.21983
H -14.00830 4.08039 12.41219
O -5.27607 -2.03849 8.29385
H -13.37690 3.43165 10.81819
O -6.53387 -1.11154 6.74790
C -12.19920 2.40347 7.00866
H -7.65636 -1.82757 12.55289
O -11.20681 0.71260 5.69598
H -11.92404 1.89842 7.93456
*
```

=====

[2]
Computed, not measured: a molecular structure, C25H40MgN3O7P2 in a non-equilibrium geometry, with wB97M-V/def2-TZVPD.

Output
Molecular weight (g mol⁻¹): 580.9
F_max (hartree/bohr): 0.0547

ORCA input file:
```
! RIJCOSX wB97M-V def2-TZVPD def2/J DEFGRID3
* xyz 1 1
H -13.06479 -11.32259 10.15593
H -10.48406 -14.81781 7.26739
H -6.20737 -8.58919 8.32803
C -5.52814 -11.04512 14.03236
C -8.30160 -8.22120 8.54610
C -5.15066 -14.90475 9.37281
C -10.68307 -12.81614 15.95952
H -3.62195 -10.65967 15.04907
P -7.35751 -13.29351 9.73154
H -3.17895 -15.11021 10.25880
C -11.47535 -10.48561 8.98990
H -2.97801 -8.95209 13.37690
C -3.99343 -14.32243 10.15582
Mg -8.05738 -12.01221 12.65302
O -10.12135 -10.98859 8.67936
N -9.84705 -12.18976 13.80648
H -12.11294 -10.77978 7.01867
H -10.39714 -13.12220 16.97338
C -9.62047 -12.60658 15.05808
C -8.19343 -12.73293 15.50070
C -8.58287 -15.29544 8.31182
H -8.98528 -17.42551 8.30799
H -9.27441 -6.38653 7.97228
H -9.18105 -6.67884 9.78577
C -12.23865 -11.64310 9.53433
O -6.10465 -13.79038 8.98106
H -11.60149 -12.34631 10.11524
C -6.05151 -9.59286 12.35414
H -12.83757 -12.95204 16.10910
H -4.65681 -8.06247 11.78626
O -8.59522 -9.24356 9.55669
H -4.39763 -14.14182 11.15835
C -4.86484 -8.88720 12.45201
H -13.21081 -12.33556 13.79063
H -10.26815 -16.44021 8.98639
C -4.30741 -10.36330 14.26602
N -6.35990 -10.65698 13.05406
C -11.10628 -12.05915 13.38961
C -11.99116 -12.70417 15.49519
H -12.84130 -9.30457 7.79863
H -5.15356 -16.62542 10.61682
O -8.54269 -14.27716 9.35726
H -8.47643 -8.57284 7.51918
H -3.64539 -13.43924 9.63096
H -6.61220 -6.83484 8.25550
H -6.59115 -7.74008 9.83329
H -10.33041 -7.57764 8.73469
H -6.32508 -16.70122 9.35225
H -5.23712 -13.05871 14.78200
C -7.60793 -11.70594 8.91414
H -4.77576 -15.14858 8.36519
H -6.68056 -15.73867 10.73908
H -12.70508 -12.11159 8.67813
H -11.21452 -9.25921 7.17968
H -7.56346 -15.51151 8.01148
P -8.92798 -10.76591 9.65317
C -9.32968 -7.14193 8.77667
O -9.16209 -11.06437 11.12653
H -11.35029 -9.71906 9.77510
H -8.79844 -16.79483 9.93543
O -7.98837 -12.78148 16.72423
C -11.93886 -9.91940 7.66782
H -11.18391 -11.77272 12.35699
H -7.78853 -11.87754 7.84343
C -9.38480 -14.81774 7.10209
C -6.81985 -7.82281 8.74299
H -9.08991 -13.78335 6.81897
C -9.14385 -16.52724 8.93511
H -9.15087 -15.52497 6.26785
H -5.92976 -12.08343 15.98939
C -12.20779 -12.36527 14.16261
C -5.87941 -16.02806 10.07286
O -7.26994 -13.14732 11.25768
H -6.64947 -11.12233 9.01026
N -7.30541 -12.61852 14.51288
C -3.96230 -9.38134 13.35645
C -5.97491 -12.23020 14.91933
H -6.86181 -9.20255 11.70353
*
```

=====

[3]
Computed, not measured: 2 unconnected molecules or ions with the total composition C25H40N2O5P in a non-equilibrium geometry, with wB97M-V/def2-TZVPD.

Output
Molecular weight (g mol⁻¹): 479.6
F_max (hartree/bohr): 0.0984

ORCA input file:
```
! RIJCOSX wB97M-V def2-TZVPD def2/J DEFGRID3
* xyz 1 1
N -1.82165 -3.84015 -1.18044
H -1.28458 -2.98466 -0.92608
H 1.84288 -2.73533 5.15658
H -0.21981 3.57663 0.44567
H -1.59871 -4.28635 -3.28554
H 1.22553 -0.15939 -1.08742
H 3.01089 -0.59779 -1.28983
H 1.42083 -0.35493 -4.35732
H -4.79201 3.48577 -1.95207
C -0.56330 -2.31435 6.30449
C -0.14629 -4.32753 3.02142
H -0.67506 5.18884 1.34996
H -1.60704 -2.59240 6.46345
C -3.84783 4.03774 -2.31224
H 0.16716 -4.54942 5.14448
H -2.65116 -3.78416 -0.55323
H 1.25102 -1.57088 0.86041
C 1.18934 -2.06507 4.59592
H -0.89275 5.40693 -1.75626
O -0.93546 -1.97914 -5.07552
C 2.77949 2.13194 -3.54990
H -2.15531 5.79087 -0.46032
H 0.09904 -2.96233 6.88084
H -1.16682 -0.59457 4.51609
O -4.24633 0.96253 -2.45242
H 5.39083 2.01322 -2.23725
H 0.90412 -4.14609 2.78087
C -0.46303 -3.96272 4.47143
C 2.12824 -0.82192 0.84027
C -2.31330 -3.70893 -2.61473
C -2.28455 -2.13493 -2.94029
C 4.04965 1.43885 -0.48301
C 3.43470 3.13464 -2.48155
O 2.63289 1.30767 -0.35072
H -1.51318 -4.17340 4.69060
C -0.32744 4.72288 0.37051
H -3.38733 -4.08445 -2.62057
C -0.70111 -0.01557 -3.50706
H 1.40550 -2.12068 3.52890
C 0.22801 2.65732 -2.52615
C 1.24592 1.77023 -3.26983
H 1.94033 -0.02054 1.63033
H -0.79440 -1.47238 3.02794
C 0.75760 0.37928 -3.80015
H 0.67679 5.13597 -0.00115
H 3.34899 1.12541 -3.50334
H -0.70532 -3.84041 1.22024
C 2.25814 -0.08040 -0.60340
N -0.24098 -2.48375 4.83348
H -3.66533 3.88889 -3.43596
H 2.89110 2.53720 -4.61055
O -0.96477 -3.59199 2.12343
P -2.40121 3.42018 -1.25609
H -3.98297 5.15941 -2.06526
C -1.40968 4.99965 -0.81640
C -1.72837 0.88673 -2.72451
H 5.09485 3.33442 -0.99205
H -2.17310 -2.00252 4.06337
H 0.58544 3.66529 -2.13514
H 1.30914 -1.03708 4.94145
O 4.86518 0.80751 0.24421
C -1.16969 -1.57831 4.04227
C -1.25603 2.26875 -2.21992
H 3.08649 -1.40635 1.08144
H -0.34857 -5.39178 2.86993
H 3.94616 3.97164 -3.09460
C -3.19855 0.28061 -2.47080
C 4.58568 2.48080 -1.57325
H -0.40163 -1.27111 6.57889
C -1.25365 -1.45589 -3.98051
C -3.21706 -1.31424 -2.22327
H -3.92306 -1.82042 -1.48965
H 2.67647 3.66648 -1.81316
*
```

=====

Number 1: orbital gap 10.1 eV. Number 2: orbital gap 8.4 eV. Number 3: orbital gap 6.8 eV.